Entry 1:
Entry from the OMol25 dataset: a 2-piece molecular cluster, C3H8FOP overall at a distorted geometry (wB97M-V/def2-TZVPD).

Computed properties:
net charge: 0
total energy: -635.4501 Ha
ΔE to the lowest compared entry with this formula, charge and spin: 75.29 kcal/mol
highest occupied orbital energy (spin up / spin down): -7.1674 / -7.9197 eV

```
14
Properties=species:S:1:pos:R:3:forces:R:3
C -1.69558 -0.14324 2.31179 -0.497 -0.160 -0.324
O 0.35260 -0.38938 -2.04063 -0.583 -0.567 -0.145
H 1.91139 0.41470 -2.99716 0.072 0.078 0.170
H 2.16265 0.23400 -1.23426 -0.038 -0.040 -0.028
H -0.79929 -1.76593 -1.07207 -0.039 -0.175 -0.113
H -2.35871 0.33946 3.03624 0.047 -0.072 -0.049
H 1.09209 1.52047 -1.87047 0.079 -0.133 0.063
F -2.03667 -2.70162 1.97941 -0.422 0.579 -0.544
C 1.44101 0.49020 -2.01474 0.243 0.440 0.012
H 0.51332 -0.93942 -0.00737 0.267 0.064 0.096
H -1.24055 0.62878 1.69289 0.021 0.040 -0.007
H -0.91970 -0.68518 2.85212 0.006 -0.016 -0.070
P -2.63497 -1.34855 1.23342 0.858 -0.250 0.978
C -0.04950 -1.01724 -0.92056 -0.016 0.213 -0.038
```
Positions in Å, forces in eV/Å.



Entry 2:
Entry from the OMol25 dataset: CH4N4O as an isolated structure at a distorted geometry (wB97M-V/def2-TZVPD).

Computed properties:
net charge: 0
total energy: -334.5809 Ha
ΔE to the lowest compared entry with this formula, charge and spin: 87.17 kcal/mol
highest occupied orbital energy: -7.2352 eV

```
10
Properties=species:S:1:pos:R:3:forces:R:3
C -0.34262 0.55265 0.38146 0.144 3.842 0.539
H 0.63411 0.63019 -1.16205 0.672 0.059 -1.008
O -0.22151 0.26014 -0.97708 0.349 -0.479 0.980
H -1.36675 0.32888 0.63936 -0.141 -0.076 0.469
N 0.44247 -1.99152 0.71672 -0.254 -0.183 -0.595
H -0.31951 -2.26425 0.02701 0.792 -0.139 0.468
H -0.12870 1.74835 0.52688 -0.518 -2.833 0.114
N 0.55581 -0.24169 1.26372 -0.574 -0.054 -0.113
N 1.29271 -2.57074 1.24004 -0.160 -1.046 -0.109
N 1.19510 -0.19377 2.22659 -0.310 0.909 -0.745
```
Positions in Å, forces in eV/Å.



Entry 3:
Entry from the OMol25 dataset: a 2-piece molecular cluster, C2H5Cl overall at a distorted geometry (wB97M-V/def2-TZVPD).

Computed properties:
net charge: 0
total energy: -539.1787 Ha
2S+1: 3
⟨S²⟩: 2.01
ΔE to the lowest compared entry with this formula, charge and spin: 27.62 kcal/mol
highest occupied orbital energy (spin up / spin down): -5.4784 / -11.6915 eV

```
8
Properties=species:S:1:pos:R:3:forces:R:3
Cl 2.64570 -0.02846 -0.61031 -0.048 -0.271 -0.345
H -0.82821 0.34937 1.47607 0.292 0.229 -0.203
C -0.60555 0.37236 0.40910 2.850 5.747 6.907
H -1.19793 -0.70988 -1.38477 0.809 0.625 -0.924
C -1.18237 -0.55209 -0.33499 -5.029 -7.931 -5.834
H 3.05404 0.69999 0.34238 0.123 0.224 0.308
H 0.08960 1.07251 0.10381 1.090 1.220 -0.722
H -1.97528 -1.20380 -0.00128 -0.086 0.157 0.814
```
Positions in Å, forces in eV/Å.



Entry 4:
Entry from the OMol25 dataset: C15H14I2InLuO7S as an isolated structure at a distorted geometry (wB97M-V/def2-TZVPD).

Computed properties:
net charge: +4
total energy: -3524.1580 Ha
ΔE to the lowest compared entry with this formula, charge and spin: 98.17 kcal/mol
highest occupied orbital energy (spin up / spin down): -19.7888 / -19.7762 eV

```
41
Properties=species:S:1:pos:R:3:forces:R:3
S 0.98131 -0.08413 -1.96014 0.347 0.214 0.489
H -0.29243 -1.81946 6.32867 0.158 0.432 -0.352
O 1.03625 2.33990 3.49300 -0.443 -1.226 0.099
C 0.89011 -1.51333 -4.29744 -0.098 -0.234 0.203
C -1.00235 0.16366 -3.95643 0.116 -0.526 0.219
H 1.94010 -1.79300 -4.07729 -0.561 0.303 -0.182
O 0.75909 0.89263 1.36322 0.157 -0.479 -0.438
H 2.44104 0.81473 -4.06139 -0.210 -0.170 -0.281
O -2.94384 1.99522 1.62296 5.245 -0.904 -5.037
H 0.17650 2.46334 5.86771 0.164 -0.067 0.037
C 0.63322 1.26165 4.16128 0.730 1.322 -1.878
H -1.63509 -0.64254 -3.47070 0.692 1.111 -0.854
H 1.19880 2.06512 2.55170 0.049 0.308 0.885
C -2.59496 -2.16680 -2.12128 -5.812 -0.628 -1.208
O -3.73529 -2.27351 -2.31407 5.133 0.389 0.874
O -3.33034 0.72058 -1.07415 5.354 -0.252 2.939
H -0.37769 0.48914 7.27585 -0.010 -0.021 -0.209
H 0.23071 -2.31876 -3.93105 0.157 0.232 0.022
C 1.38643 0.95499 -4.32541 0.095 0.371 0.349
I 4.76400 0.96004 -1.93788 0.337 -0.963 -0.147
H 1.27848 1.02465 -5.39472 0.010 -0.062 -0.483
H 0.32431 -2.13299 3.92535 -0.034 0.281 -0.032
I 4.57247 -1.65140 -2.13247 0.413 0.871 0.029
O 0.53825 -1.35432 1.58062 0.664 2.437 0.478
In -0.25422 -2.04277 -0.85595 -0.025 -1.477 0.620
C -1.93475 -0.80385 0.45300 -2.915 -1.022 6.249
H -1.25542 1.15323 -3.52511 -0.073 -0.414 -0.377
C 0.59094 -0.02319 3.55584 -0.102 -1.435 -0.163
C -2.25167 0.67095 -0.49433 -5.425 -0.932 -5.931
C 0.68278 -0.23045 2.09108 -0.442 -1.913 0.097
H 0.74854 -1.50416 -5.38279 0.135 0.029 0.075
Lu 0.05009 1.60046 -0.39092 -0.952 0.755 -0.162
C 0.23882 1.45309 5.47625 -0.550 -0.124 1.758
H -1.16175 0.17720 -5.05999 -0.248 0.027 0.823
C -0.03844 -0.95652 5.69498 -0.158 0.436 1.227
H 1.08699 1.90979 -3.90078 -0.036 0.341 -0.097
C -2.04258 1.90024 0.83613 -4.689 3.747 7.250
O -2.40703 -0.79848 1.56037 2.548 -0.392 -5.446
C -0.09103 0.35714 6.23380 -0.036 -0.105 0.472
C 0.49081 -0.12902 -3.75580 0.048 -0.480 -0.734
C 0.30882 -1.12906 4.34826 0.265 0.219 -1.184
```
Positions in Å, forces in eV/Å.



Entry 5:
Entry from the OMol25 dataset: C28H28CrN9O2S as an isolated structure at a distorted geometry (wB97M-V/def2-TZVPD).

Computed properties:
net charge: +1
total energy: -3169.6649 Ha
2S+1: 5
⟨S²⟩: 6.01
ΔE to the lowest compared entry with this formula, charge and spin: 23.51 kcal/mol
highest occupied orbital energy (spin up / spin down): -9.4967 / -11.7027 eV

```
69
Properties=species:S:1:pos:R:3:forces:R:3
H 3.69351 1.03268 3.66859 -0.010 0.036 -0.004
C -1.66313 3.18264 -1.17125 -0.331 0.013 -0.453
H 5.66354 -1.56247 -2.17858 0.005 -0.029 -0.006
C 1.33550 -0.82468 2.61477 -0.023 0.055 -0.157
C -1.96973 0.47201 -1.37599 0.135 1.420 0.041
N 1.23179 -0.23207 -0.53286 1.732 0.168 -1.587
C -1.28002 -2.96160 -0.57426 0.157 0.003 0.269
H 5.19140 1.80273 0.50413 -0.009 0.008 0.053
C 5.27872 0.71896 0.40955 0.114 0.044 -0.145
N 3.03320 0.27291 -1.57422 -0.308 0.222 0.358
C -3.33099 -1.02710 1.63663 0.057 -0.029 0.083
N -1.32049 -1.63678 -0.51501 -0.721 -0.300 -1.052
C -2.51098 1.30253 -2.37692 0.296 -0.593 0.466
H 4.38811 0.25797 0.84600 -0.011 -0.006 0.019
C -2.62990 -1.62849 -2.54037 0.336 0.430 0.587
H 2.17136 1.64859 -0.14439 0.137 -0.026 0.096
H 4.25632 1.91766 -1.83591 -0.081 0.001 -0.069
C 5.46180 0.28961 -1.04536 -0.362 -0.039 0.082
C 2.64422 0.76654 3.78060 0.025 0.013 0.013
C -1.86558 0.13093 3.15467 -0.301 -0.200 0.211
C -4.02303 0.14634 1.36585 0.076 -0.052 -0.018
C 5.59284 -1.22884 -1.14334 0.103 0.101 -0.061
H -0.66606 2.66561 0.67122 0.028 0.019 -0.026
S -4.28036 0.07541 -5.49375 0.113 -0.019 0.312
N 1.00779 0.37772 2.12329 -0.177 0.320 0.036
C -1.18537 2.30711 -0.21142 0.135 -0.232 0.416
H 4.51273 0.57097 -2.97507 -0.111 0.072 -0.025
H -2.71764 3.32700 -3.04658 -0.041 -0.009 -0.005
H 6.13668 0.39222 0.99608 -0.019 0.025 0.065
H -1.52230 4.24701 -1.05270 0.047 -0.003 0.028
C -1.91877 -3.69047 -1.56521 -0.229 0.043 -0.305
H 6.37539 0.74473 -1.43604 -0.023 0.050 -0.014
C -2.59030 -3.01860 -2.57040 0.098 -0.236 0.175
H 1.98818 -1.17429 4.62342 0.002 -0.015 -0.014
O 1.89373 2.48625 2.18792 0.002 -0.022 0.105
C 4.32425 0.83547 -1.93601 0.601 -0.199 0.023
H -4.17903 2.22988 1.84852 0.004 0.011 -0.011
N 1.56342 -1.22356 -1.38776 0.061 -0.030 -0.143
H -1.10910 0.10774 3.92577 0.133 0.019 -0.082
H -3.07108 -3.55250 -3.37894 -0.028 0.016 -0.008
H 2.29243 1.20375 4.71560 0.030 0.022 -0.004
H -5.17154 -0.72525 -0.22662 -0.074 0.008 -0.022
C 2.15418 0.70243 -0.66425 -0.090 -0.307 -0.151
H -1.87985 -4.76937 -1.54981 0.062 -0.010 -0.004
C 1.82494 1.36029 2.63508 0.000 -0.124 -0.112
C 2.37699 -0.74268 3.70126 0.015 0.006 0.002
H 3.25599 -1.32217 3.41769 -0.019 -0.021 -0.007
C -1.99631 -0.95737 -1.47732 -0.063 -1.377 -0.158
N -1.32226 0.98544 -0.29663 -0.885 0.726 -0.977
H 4.74249 -1.73316 -0.68434 -0.036 -0.016 0.003
H -1.81658 -1.99309 2.81734 0.254 0.034 -0.231
O 0.78792 -1.82861 2.11313 -0.069 -0.111 0.205
H -3.67440 -1.95584 1.19480 0.039 -0.005 -0.071
H -2.31590 2.20363 3.46084 0.013 0.015 -0.029
C -3.16626 0.63529 -3.47638 -0.064 -0.487 -0.198
C -2.23000 -1.04447 2.49682 -0.801 0.144 0.605
C -2.33647 2.67582 -2.27158 0.123 0.321 0.286
H -5.20536 1.04896 -0.18711 -0.039 -0.012 -0.027
C -2.57428 1.30258 2.91903 0.078 0.033 -0.024
C -3.23554 -0.79479 -3.54939 -0.085 0.557 -0.197
C -3.62927 1.31165 2.02188 -0.002 0.014 -0.029
C -5.19821 0.14711 0.42645 0.083 0.037 0.112
Cr -0.32648 -0.45490 0.74596 0.112 -0.403 2.381
N -3.71870 1.22948 -4.51384 -0.124 0.179 -0.196
N -3.84254 -1.22129 -4.63828 -0.110 -0.172 -0.197
H 6.49011 -1.55399 -0.61743 0.010 -0.012 -0.006
N 2.63859 -0.93149 -2.00689 0.100 -0.075 -0.114
H -0.70507 -3.45077 0.20382 -0.020 0.005 -0.001
H -6.12921 0.12502 0.99548 -0.052 -0.018 -0.089
```
Positions in Å, forces in eV/Å.



Entry 6:
Entry from the OMol25 dataset: C10H15Cl2CrNS as an isolated structure at a distorted geometry (wB97M-V/def2-TZVPD).

Computed properties:
net charge: -1
total energy: -2807.8670 Ha
2S+1: 4
⟨S²⟩: 3.99
ΔE to the lowest compared entry with this formula, charge and spin: 12.41 kcal/mol
highest occupied orbital energy (spin up / spin down): -2.3291 / -3.2442 eV

```
30
Properties=species:S:1:pos:R:3:forces:R:3
H -1.22639 1.40754 3.30279 -0.201 -0.162 -0.115
C 2.77948 -2.08115 0.85616 1.596 -1.752 1.715
Cl 3.17548 0.70668 -0.26845 1.326 2.033 -0.017
H -1.17736 1.76082 -0.46649 0.302 -0.260 -0.031
Cl 0.97684 -2.37639 -1.56847 -1.035 -1.498 -1.363
H -2.86968 1.20416 -2.43536 -0.014 -0.068 0.183
S -2.16434 -0.40099 1.81478 0.804 0.831 0.648
C 0.25348 0.49825 1.98484 -1.169 -0.914 -0.722
N 0.26564 -0.48948 0.99653 -3.214 0.117 1.053
C -2.24235 0.47703 -1.89111 -0.315 -0.196 -0.721
H 3.65631 -1.75855 1.47791 -0.611 -0.283 -0.441
C 0.38225 0.50728 -3.30319 0.067 -0.739 -0.272
C -1.02137 1.16571 -1.37222 -1.897 0.431 1.200
C -0.98542 0.69350 2.52726 0.227 -0.236 -0.192
H 1.18450 1.01245 2.20997 -0.273 -0.108 -0.066
H -1.34961 -1.44812 -2.32011 -0.094 0.170 -0.138
C -0.95161 -1.04110 0.82167 2.235 0.872 0.507
H 0.78692 1.26840 -3.98830 -0.060 -0.022 0.281
H -1.10408 -1.85807 0.12711 0.038 0.154 -0.074
H -1.40461 0.70442 -4.47900 -0.077 -0.104 -0.038
H -0.63198 -0.87553 -4.64909 -0.012 0.101 0.102
H 1.15724 -0.27169 -3.23281 -0.191 0.252 0.092
H -2.74441 -1.05997 -3.34762 0.076 0.043 0.048
C -0.89310 -0.09483 -3.92588 0.065 0.260 -0.018
H 2.56406 -3.17984 0.93586 0.209 0.767 -0.051
H 1.01760 1.58687 -1.50009 -0.421 -0.117 -0.084
C -1.85087 -0.63940 -2.86960 -0.057 -0.111 0.206
H -2.86297 0.08750 -1.07230 0.165 0.073 -0.113
C 0.13886 1.10659 -1.94925 2.162 0.675 -1.106
Cr 1.82179 -0.97729 -0.12136 0.369 -0.209 -0.474
```
Positions in Å, forces in eV/Å.



Entry 7:
Entry from the OMol25 dataset: a 2-piece molecular cluster, C3H12NO overall at a distorted geometry (wB97M-V/def2-TZVPD).

Computed properties:
net charge: +1
total energy: -251.1761 Ha
ΔE to the lowest compared entry with this formula, charge and spin: 59.14 kcal/mol
highest occupied orbital energy: -14.4803 eV

```
17
Properties=species:S:1:pos:R:3:forces:R:3
N -0.60163 1.56815 0.80713 -5.628 4.445 -0.328
H -0.44495 0.63460 0.63561 -0.774 -3.505 -1.274
H 0.35433 -3.58520 -0.47502 1.648 1.966 -1.115
C 0.88811 -1.70414 0.31574 -0.142 -0.014 1.477
H -1.98494 2.10104 -1.00660 0.933 0.586 1.927
H 0.30315 1.77468 0.91056 4.675 2.116 0.490
H 1.65278 -2.01795 1.04747 0.056 -0.017 -0.636
H -1.09215 1.82474 1.66300 0.397 -1.080 0.394
H -0.74029 3.30069 -0.58403 1.649 0.513 -0.758
O 1.08484 -0.29384 0.05483 1.301 0.957 -2.183
C -1.39553 2.61142 -0.15229 -0.436 -2.608 -0.866
H -1.96548 3.23602 0.50447 -0.830 -0.288 0.411
H 1.69903 -0.09287 -0.76998 -1.838 -1.171 2.571
C 0.78957 -2.53671 -0.91464 -2.562 -3.248 2.101
H -0.07351 -1.83603 0.93252 1.064 0.633 -1.081
H -0.11502 -2.28166 -1.43368 -0.079 0.655 -0.885
H 1.64170 -2.70294 -1.53509 0.567 0.060 -0.244
```
Positions in Å, forces in eV/Å.